Record 1
C16H14ClF8N6O4PbSb as an isolated structure, computed with the ωB97M-V functional and the def2-TZVPD basis.

Output
F_max = 0.0759 hartree/bohr
DFT total energy = -2939.81523 hartree
Frontier orbital gap (alpha / beta) = 0.23494 / 0.24137 Ha
Charge = -1
Energy above the lowest of the compared OMol25 structures with the same formula, charge and spin = 2.2 kcal per mole
Spin multiplicity = 2

XYZ file:
```
51
C16H14ClF8N6O4PbSb | OMol25 | the ωB97M-V functional and the def2-TZVPD basis
Pb 0.03433 -0.16643 0.09336
O -1.95449 1.26629 1.60840
C -3.11820 1.61423 1.32363
C -3.76057 1.25813 0.10814
C -5.15011 1.50602 0.07773
C -5.89210 1.29486 -1.08149
C -5.23833 0.87086 -2.22714
C -3.96079 0.49145 -2.21427
C -3.11011 0.76067 -1.10470
O -1.83907 0.59254 -1.18189
N -7.24501 1.67580 -0.98247
O -7.92072 1.72545 -2.02605
O -7.71872 1.88023 0.16363
H -3.60007 2.22634 2.05814
H -5.63849 1.88442 0.95584
H -5.83029 0.69748 -3.12107
H -3.48860 0.07287 -3.06838
N 3.55380 -0.09717 4.40617
N 2.23683 -0.03894 4.04865
N 1.21569 0.57172 4.63737
C 0.21458 0.43171 3.71418
N 0.63668 -0.41143 2.75438
N 1.90650 -0.66136 2.90059
H 3.66851 0.09312 5.38819
H 4.06970 -0.94446 4.09773
H -0.79167 0.79134 3.82715
Cl 6.50424 -2.09570 -0.90907
C 5.44335 -0.84186 -0.81232
C 4.72438 -0.43231 -1.94492
C 3.72323 0.51710 -1.86459
C 3.35826 0.97112 -0.58291
C 2.28084 1.80615 -0.30540
C 4.11292 0.61130 0.59281
C 5.24178 -0.12111 0.42263
H 4.82859 -1.00464 -2.83017
H 3.18369 0.80941 -2.81301
H 1.78987 2.42286 -1.06285
H 2.09579 2.12788 0.72172
H 3.76792 1.00385 1.59108
H 5.84722 -0.37331 1.31836
F 1.70469 -1.61263 -1.06346
Sb 0.98157 -2.08044 -2.85802
F 0.07407 -2.45633 -4.49591
F 2.70120 -1.85398 -3.69624
F 1.47185 -3.88046 -2.55641
F 0.50119 -0.14846 -2.88102
F -0.74311 -2.29656 -2.06782
F -2.14291 -2.22006 1.51903
C -1.07603 -2.28015 0.64205
F -0.22058 -3.27661 1.11218
H -1.43331 -2.68075 -0.33159
```



Record 2
C4H6N2OS in the gas phase, computed with the ωB97M-V functional and the def2-TZVPD basis.

Output
F_max = 0.0899 hartree/bohr
DFT total energy = -738.87574 hartree
Frontier orbital gap = 0.34786 Ha
Energy above the lowest of the compared OMol25 structures with the same formula, charge and spin = 80.9 kcal per mole

XYZ file:
```
14
C4H6N2OS | OMol25 | the ωB97M-V functional and the def2-TZVPD basis
C -2.09787 -1.19619 -1.27207
C 1.45347 -0.05877 0.37843
C -1.98286 0.13644 0.65088
C 2.69303 0.65209 -0.11971
N -2.86022 -1.82784 -1.85096
N -1.41663 -0.32916 -0.62279
O 1.26010 -0.43006 1.50925
S 0.27863 -0.06858 -1.07027
H -2.89067 0.51216 0.40212
H -1.96612 -0.62120 1.39732
H -1.39179 0.79454 1.21135
H 2.36249 1.51888 -0.57178
H 3.14990 0.05107 -0.83907
H 3.40854 0.86663 0.79731
```



Record 3
C22H26ClOSc as an isolated structure, computed with the ωB97M-V functional and the def2-TZVPD basis.

Output
F_max = 0.0291 hartree/bohr
DFT total energy = -2149.96983 hartree
Frontier orbital gap (alpha / beta) = 0.08142 / 0.08138 Ha
Charge = -2

XYZ file:
```
51
C22H26ClOSc | OMol25 | the ωB97M-V functional and the def2-TZVPD basis
Sc 0.04495 -0.15909 0.33523
C 2.24108 0.25896 1.45347
C 2.59132 -0.54373 0.32166
C 2.35044 0.22611 -0.85394
H 3.02730 -1.53767 0.35284
C 1.82884 1.50025 -0.46031
C 1.75063 1.51557 0.97163
H 1.45501 2.36108 1.58857
H 2.39816 -0.01807 2.49324
H 2.63484 -0.05740 -1.86474
H 1.61884 2.32447 -1.13554
C -2.28319 0.24090 1.04866
C -1.59946 1.44814 1.39212
C -1.22747 2.10469 0.17995
H -1.50888 1.86678 2.39450
C -1.69741 1.32639 -0.91050
C -2.34024 0.16034 -0.37874
H -2.87036 -0.59047 -0.96878
H -2.73660 -0.45877 1.74952
H -0.73952 3.07849 0.09989
H -1.70611 1.63038 -1.95494
O 0.10027 -1.58681 -0.93286
C -0.28617 -0.56753 -3.92781
C 0.37334 -1.81651 -3.47930
C 0.47667 0.68164 -3.90439
C -1.75211 -0.57608 -3.92885
C 0.45658 -2.39068 -2.02098
H 1.40772 -1.76571 -3.83050
H -0.12650 -2.61425 -4.03692
H -0.16866 -3.29395 -1.98601
H 1.50384 -2.69402 -1.88041
H 0.50564 1.21546 -4.86530
H 1.50986 0.49190 -3.59962
H 0.04387 1.36933 -3.15856
H -2.20431 -0.75772 -4.91629
H -2.13812 0.37848 -3.55500
H -2.10349 -1.37554 -3.25662
Cl 0.12935 0.35447 3.78311
C -0.34261 -1.26182 4.14248
C -0.58264 -1.61662 5.46671
C -0.93294 -2.93775 5.78247
C -1.06589 -3.88591 4.76303
C -0.85358 -3.52630 3.44769
C -0.46328 -2.21433 3.09919
C -0.16904 -1.97730 1.70828
H -0.48371 -0.86398 6.23864
H -1.09377 -3.21041 6.82156
H -1.33317 -4.91849 4.98999
H -0.95795 -4.25497 2.63722
H -0.88230 -2.52902 1.07026
H 0.83663 -2.35303 1.44861
```